Entry 1:
42
Properties=species:S:1:pos:R:3 method="wB97M-V/def2-TZVPD" gap_ev=9.2 energy_ev=-40046.7510 smiles="CN(CCOc1ccccc1)Cc1nc2cc(Cl)ccc2c(=O)[nH]1"
C 0.15817 2.34161 1.74972
N 0.63234 1.67322 0.55271
C 2.06474 1.76171 0.35410
C 2.94818 1.03762 1.39022
O 2.82835 -0.36593 1.34086
C 3.39834 -1.06372 0.31469
C 3.06424 -2.41805 0.26136
C 3.59555 -3.23103 -0.71755
C 4.46673 -2.71024 -1.66202
C 4.79834 -1.36969 -1.61202
C 4.27015 -0.54195 -0.63421
H 4.55393 0.49922 -0.62323
H 5.47702 -0.95235 -2.34142
H 4.88246 -3.34519 -2.42917
H 3.32834 -4.27675 -0.74505
H 2.38627 -2.80633 1.00506
H 2.63433 1.30618 2.40186
H 3.99140 1.35136 1.26494
H 2.33285 2.82180 0.36179
H 2.28135 1.35993 -0.64024
C 0.09569 0.32684 0.44548
C -1.35708 0.37754 0.06224
N -2.16753 -0.52760 0.47223
C -3.47647 -0.44876 0.06694
C -4.36999 -1.43372 0.50001
C -5.68902 -1.36984 0.10912
C -6.16092 -0.34322 -0.71070
C -5.28788 0.62921 -1.13870
C -3.94478 0.59091 -0.76033
C -3.01296 1.62521 -1.20576
O -3.27500 2.58490 -1.89741
N -1.72015 1.41189 -0.74346
H -1.00496 2.09382 -0.97869
H -5.61746 1.43813 -1.77284
H -7.19970 -0.32239 -0.99915
Cl -6.79154 -2.58533 0.64246
H -4.00469 -2.22546 1.13298
H 0.62948 -0.20493 -0.34887
H 0.19529 -0.26457 1.36585
H 0.55612 3.35465 1.77418
H -0.92942 2.39700 1.71590
H 0.43989 1.82428 2.67613


Entry 2:
43
Properties=species:S:1:pos:R:3 method="wB97M-V/def2-TZVPD" gap_ev="4.5 / 4.4" total_charge=-1 energy_ev=-82745.9696 multiplicity=3 s_squared=2.32
C 1.11320 -0.22264 3.84039
C 1.92268 0.83725 3.16158
C 1.11940 1.48770 2.20781
H 3.01852 0.77879 3.16847
C -0.25734 1.03192 2.35288
C -0.28227 0.00716 3.31625
H -1.15109 -0.52654 3.75056
H 1.18567 -0.62685 4.85978
H 1.46791 2.30350 1.55144
H -1.12822 1.49397 1.86945
C 2.31904 -2.26304 0.23292
C 2.63003 -2.75101 1.53253
C 1.40679 -3.10310 2.18881
H 3.58552 -2.47280 1.96566
C 0.34488 -2.96608 1.22412
C 0.91851 -2.48487 -0.00191
H 0.42089 -2.44296 -0.97947
H 3.06743 -1.88147 -0.49948
H 1.16315 -3.48746 3.17428
H -0.69774 -3.32845 1.38064
Ni 0.87969 -0.72309 1.41573
O -0.74413 1.02597 -1.57224
C -0.14877 2.28954 -1.92316
C -1.65558 2.06101 -2.04084
H 0.17719 2.90370 -1.07230
H 0.42025 2.34097 -2.86852
H -2.28687 2.53913 -1.26387
H -3.75684 3.45582 -2.99686
C -3.39834 2.72188 -3.73337
C -2.29437 1.90436 -3.36442
C -1.80374 0.95440 -4.29661
H -0.96876 0.30109 -4.01620
C -2.41909 0.82355 -5.54795
H -2.04525 0.07394 -6.25204
C -3.50663 1.63906 -5.90084
H -3.98155 1.53777 -6.88167
C -3.99423 2.59148 -4.98700
H -4.84230 3.23373 -5.24458
O 3.72675 -1.08465 5.02439
Cl 3.05741 -2.41387 4.76011
O 3.73729 -3.47933 3.98332
O 1.78792 -2.75325 5.50660
O 1.89299 -1.32621 2.97560


Entry 3:
44
Properties=species:S:1:pos:R:3 method="wB97M-V/def2-TZVPD" gap_ev=9.2 energy_ev=-44351.8002
C 0.08551 -0.10658 -3.93083
C 0.52386 1.26011 -3.51014
C 0.47831 2.31901 -4.40840
C 0.85078 3.59350 -4.02807
C 1.27606 3.83109 -2.73327
C 1.34761 2.79852 -1.81155
C 0.97587 1.51201 -2.21418
N 1.03344 0.46712 -1.25813
C 1.78105 -0.64968 -1.38598
O 2.45932 -0.93956 -2.34593
C 1.68595 -1.56394 -0.16529
H 0.65139 -1.84375 0.02685
H 2.29928 -2.44692 -0.32632
S 2.34098 -0.67768 1.31627
O 1.33655 0.36892 1.59406
C 1.96196 -2.01067 2.55340
C 0.51742 -2.46986 2.51350
O 0.22031 -3.62437 2.30336
N -0.35671 -1.45270 2.73362
C -1.74645 -1.53180 2.80437
C -2.46016 -2.72813 2.82433
C -3.83965 -2.72552 2.92015
C -4.51467 -1.52143 2.99716
C -3.84504 -0.30978 2.98044
C -2.47052 -0.33810 2.88459
F -1.79397 0.83113 2.86842
H -4.37478 0.62642 3.04118
F -5.85664 -1.51800 3.09152
H -4.39188 -3.65086 2.93585
H -1.92350 -3.65971 2.76074
H 0.02250 -0.50459 2.69100
H 2.19786 -1.57465 3.52425
H 2.62420 -2.84932 2.35167
H 0.73088 0.71792 -0.32194
C 1.83471 3.04715 -0.41587
H 1.06391 2.81941 0.32084
H 2.69781 2.41946 -0.19375
H 2.12358 4.08769 -0.29515
H 1.56534 4.82803 -2.43460
H 0.80659 4.40489 -4.73908
H 0.13751 2.13645 -5.41691
H -0.54910 -0.56036 -3.17038
H -0.46230 -0.06044 -4.86833
H 0.95483 -0.75042 -4.06349


Entry 4:
54
Properties=species:S:1:pos:R:3 method="wB97M-V/def2-TZVPD" gap_ev=5.4 total_charge=+1 energy_ev=-124710.5063
Hf 0.47711 0.03587 -0.01513
C -2.94350 -3.20485 -1.51260
N -2.74244 -2.04653 -2.37476
C -3.62327 -1.83955 -3.51996
C -1.73467 -1.20015 -2.08371
N -0.92375 -1.34189 -1.08801
N -1.58516 -0.13608 -2.96187
C -0.74004 0.95115 -2.86471
N -0.61955 1.64828 -4.01344
N -0.18741 1.30139 -1.75169
H -3.83300 -3.73668 -1.83129
H -3.09223 -2.90071 -0.47406
H -2.09748 -3.89377 -1.56677
H -4.35383 -2.63987 -3.54918
H -3.07462 -1.87568 -4.46542
H -4.17049 -0.89730 -3.44331
H -1.10073 -2.17569 -0.54217
H -2.09452 -0.21166 -3.82403
H -0.89688 1.26280 -4.89872
H 0.01776 2.42423 -4.04807
H 0.43272 2.09453 -1.87339
O 2.47197 2.71002 1.25705
C 2.48702 1.49960 1.26128
O 2.20756 0.79167 0.16804
C 2.87717 0.70600 2.46862
C 4.08818 1.01925 3.07768
C 4.52186 0.32003 4.18911
C 3.72623 -0.68632 4.71695
C 2.50785 -0.99058 4.13438
C 2.06918 -0.30715 3.00053
S 0.45010 -0.69627 2.39128
H 4.69162 1.81674 2.66252
H 5.47359 0.56629 4.64010
H 4.04845 -1.23666 5.59138
H 1.86878 -1.76090 4.54511
F 4.03261 -2.76862 -1.43930
C 2.79593 -2.78466 -1.93277
F 2.24629 -3.97991 -1.66920
F 2.86096 -2.63679 -3.26026
C 1.92817 -1.67030 -1.30509
O 1.53989 -1.83652 -0.12186
O 1.60729 -0.68594 -1.98911
Se -3.44310 -0.18677 1.57275
N -3.72913 1.39222 2.24664
C -2.68160 2.15120 1.96926
C -2.47175 3.50180 2.33924
C -1.29915 4.07294 1.94113
C -0.32542 3.33063 1.22692
N -0.47549 2.07418 0.86562
C -1.65253 1.50321 1.20668
N -1.87857 0.24862 0.86089
H -3.21220 4.03266 2.92214
H -1.07509 5.10034 2.18881
H 0.62931 3.77217 0.97576


Entry 5:
43
Properties=species:S:1:pos:R:3 method="wB97M-V/def2-TZVPD" gap_ev="4.6 / 3.8" total_charge=+4 energy_ev=-31244.7356
Ir 0.06346 0.41734 1.36105
C -0.05264 -0.65876 -1.64725
N -0.01294 -1.32226 -0.32325
C -1.23514 -2.08666 -0.03615
C -2.40614 -1.22176 0.36535
C -3.72564 -1.60276 0.09755
C -4.75844 -0.79646 0.53955
C -4.49804 0.36704 1.24105
C -3.16004 0.66964 1.49355
N -2.17984 -0.09896 1.05335
C 1.22796 -2.08066 -0.09265
C 2.40346 -1.21226 0.29775
C 3.71566 -1.59186 0.01325
C 4.75876 -0.80246 0.46795
C 4.50346 0.36504 1.16675
C 3.17396 0.68004 1.42675
N 2.17586 -0.09116 1.00415
C -0.03674 0.85154 -1.61915
C 0.01916 1.58754 -2.80615
C 0.02146 2.96744 -2.73855
C 0.00676 3.62504 -1.51435
C -0.07074 2.82884 -0.38075
N -0.07154 1.49824 -0.44835
H 0.79946 -0.98766 -2.25745
H -0.95564 -0.96346 -2.19355
H -1.51644 -2.70826 -0.89885
H -1.05034 -2.78356 0.79185
H -3.92534 -2.51396 -0.45265
H -5.79714 -1.08036 0.34415
H -5.27604 1.02644 1.60845
H -2.92564 1.54454 2.09395
H 1.07916 -2.79796 0.72575
H 1.49286 -2.67176 -0.98095
H 3.91156 -2.50056 -0.54645
H 5.79396 -1.10446 0.28375
H 5.28906 1.02224 1.52465
H 2.94976 1.56864 2.01065
H 0.06276 1.06924 -3.76035
H -0.00524 3.56234 -3.65525
H 0.04136 4.70254 -1.41475
H -0.12984 3.29534 0.60115
O 0.48016 0.00124 4.08745
N -0.18034 0.02774 3.16715


Entry 6:
38
Properties=species:S:1:pos:R:3 method="wB97M-V/def2-TZVPD" gap_ev="2.2 / 5.7" total_charge=-1 energy_ev=-21937.5370 multiplicity=2 s_squared=0.77
C 0.32342 -3.61177 -4.00028
C -0.87894 -0.66514 -2.01858
C -0.72404 -2.05753 -2.19617
C 0.02957 -2.26220 -3.42188
C 0.29146 -1.02038 -3.89091
C -2.27793 -1.05409 -0.14426
C -1.68270 -0.15755 -1.01035
C -2.16045 -2.43920 -0.30727
C -1.35368 -2.93502 -1.32043
N -0.20655 -0.06093 -3.03967
H -3.00190 -0.72493 0.58617
H -1.75155 0.90451 -0.83987
H -2.58931 -3.12613 0.40755
H -1.21636 -4.00222 -1.41817
H -0.19050 0.91760 -3.27930
H 0.79958 -0.75643 -4.80937
H -0.39987 -4.33540 -3.63100
H 1.28118 -4.01416 -3.64680
H 0.31018 -3.58896 -5.08345
C -0.42810 -0.49963 2.88803
C 0.63185 1.70206 2.10534
C 0.02241 0.90593 3.12889
C 1.09712 2.87326 2.72624
C 0.12031 1.58989 4.31220
C 0.96835 1.44458 0.73733
C 1.81636 2.38530 0.09628
C 2.14239 3.59623 0.68335
C 1.73638 3.91032 2.02664
N 0.79318 2.78375 4.05343
H 0.58679 0.60547 0.17482
H 2.19506 2.23232 -0.90613
H 2.77940 4.30925 0.15760
H -0.56045 -1.08626 3.79502
H 0.33424 -1.01237 2.29371
H -0.31234 1.42372 5.29134
H 0.88158 3.55040 4.69142
H 1.99850 4.88781 2.41207
H -1.40463 -0.61206 2.39642


Entry 7:
44
Properties=species:S:1:pos:R:3 method="wB97M-V/def2-TZVPD" gap_ev=7.5 energy_ev=-34221.5075 smiles="COc1ccc(NC(=O)CCC(=O)OCc2ccc([N+](=O)[O-])cc2)cc1"
C -5.07095 -0.90719 0.34094
H -5.05325 -1.31045 1.35804
O -4.22220 -1.63649 -0.51923
C -2.89433 -1.67259 -0.24823
C -2.27868 -1.10103 0.86082
C -0.91016 -1.20959 1.04306
C -0.12934 -1.89168 0.12060
C -0.74447 -2.46415 -0.99223
C -2.10339 -2.35558 -1.17599
H -2.58568 -2.79947 -2.03223
H -0.14856 -3.00317 -1.71586
N 1.25697 -2.05975 0.25821
C 2.11538 -1.40073 1.07713
O 1.79119 -0.54503 1.87148
C 3.57033 -1.84356 0.91517
H 3.70482 -2.42043 0.00041
H 3.83033 -2.47356 1.76857
C 4.47569 -0.61388 0.90952
C 4.07630 0.40477 -0.13404
O 4.53875 1.51057 -0.21678
O 3.13171 -0.07288 -0.95783
C 2.48391 0.84565 -1.83903
C 1.15700 1.24244 -1.24633
C 1.13399 1.92326 -0.03171
C -0.06711 2.25294 0.55951
C -1.25262 1.90880 -0.07875
C -1.24713 1.23496 -1.29392
C -0.03811 0.89678 -1.86783
H -0.02306 0.36142 -2.80485
H -2.18329 0.97624 -1.76344
N -2.50528 2.24593 0.53832
O -3.52583 1.90357 -0.02755
O -2.48069 2.84463 1.59189
H -0.10332 2.76781 1.50672
H 2.05998 2.18848 0.45371
H 2.35656 0.32808 -2.79216
H 3.12957 1.72286 -1.96925
H 5.51960 -0.88910 0.74857
H 4.41122 -0.10311 1.87317
H 1.66060 -2.68855 -0.42146
H -0.44624 -0.76155 1.90557
H -2.85779 -0.57225 1.60109
H -4.80243 0.15293 0.35420
H -6.07128 -1.01945 -0.07319


Entry 8:
45
Properties=species:S:1:pos:R:3 method="wB97M-V/def2-TZVPD" gap_ev=7.9 energy_ev=-52728.6785 smiles="CN(C)S(=O)(=O)c1ccc(-c2csc(/N=N/Cc3ccc(O)cc3)n2)cc1"
O -6.72429 -1.83667 2.42906
O -5.78782 -3.75357 1.28225
N 0.30152 -0.24825 -0.68796
N 2.52116 0.06185 -1.55013
N 3.15816 0.71382 -2.45458
O 7.65967 5.17937 -3.14542
S 0.53631 1.95844 -1.99469
C 1.20618 0.44468 -1.35022
C -0.96617 1.64133 -1.22036
C -0.95248 0.42449 -0.63379
C 7.13798 3.20920 -1.90217
C 5.76913 3.89334 -3.79048
C -1.89104 -1.51063 0.66660
C -3.36468 0.33085 0.20612
C 6.33763 2.04591 -1.76886
C 5.02633 2.70230 -3.68105
C -2.94281 -2.16720 1.32453
C -4.42926 -0.36279 0.81469
C 6.84148 4.10513 -2.95174
C -2.05847 -0.24053 0.09295
C 5.35010 1.74675 -2.69358
C -4.20537 -1.59338 1.37607
N -4.80801 -3.17750 3.59993
C 4.60157 0.43590 -2.63036
C -4.72878 -2.15573 4.62707
C -5.36486 -4.46576 4.04624
S -5.50603 -2.61943 2.14519
H 8.48341 5.04642 -2.62097
H -1.82147 2.36138 -1.27396
H 7.96521 3.39239 -1.22718
H 5.58821 4.59721 -4.59954
H -0.94619 -2.02600 0.63291
H -3.53000 1.29498 -0.26987
H 6.46742 1.33675 -0.95549
H 4.22629 2.49775 -4.38514
H -2.72684 -3.11841 1.76121
H -5.42845 0.06756 0.84559
H 4.86128 -0.11940 -3.57197
H 4.95906 -0.10676 -1.74710
H -4.20284 -2.51793 5.53515
H -4.21601 -1.22583 4.30863
H -5.74191 -1.86492 4.91202
H -5.26007 -5.24929 3.30633
H -6.48825 -4.35203 4.20021
H -4.90598 -4.77580 4.99387


Entry 9:
43
Properties=species:S:1:pos:R:3 method="wB97M-V/def2-TZVPD" gap_ev="8.1 / 7.5" total_charge=+2 energy_ev=-63476.1382 multiplicity=2 s_squared=0.77
V 0.89352 0.15335 0.16203
O 2.38368 1.15338 -0.86036
C 2.98317 0.20713 -1.81761
C 2.03946 -0.05744 -2.97224
C 0.65939 -0.48172 -2.45689
C 0.68150 -1.83399 -1.77655
C 0.71118 -3.03146 -2.46762
C 0.76347 -4.21465 -1.74857
C 0.78905 -4.17915 -0.35915
C 0.76829 -2.95231 0.26476
N 0.71665 -1.80505 -0.43414
H 2.40124 2.04010 -1.24835
H 3.17935 -0.69012 -1.22737
H 3.94520 0.59136 -2.14982
H 2.48582 -0.82521 -3.60670
H 1.93106 0.83636 -3.59038
H -0.08185 -0.50729 -3.25547
H 0.29573 0.33566 -1.79462
H 0.68364 -3.03654 -3.54948
H 0.77850 -5.16380 -2.26843
H 0.82471 -5.08581 0.22721
H 0.78504 -2.85664 1.34256
N -1.80887 1.87649 2.68130
C -2.67330 2.09926 1.60424
C -3.88840 2.76958 1.52151
C -4.46730 2.81131 0.27092
C -3.86173 2.20660 -0.84658
C -2.65721 1.54467 -0.74631
C -2.06051 1.50380 0.51094
N -0.84837 0.92674 0.92350
C -0.76117 1.18816 2.22769
C 0.42394 0.76411 2.98476
C 0.74251 0.89471 4.29333
S 2.27750 0.20649 4.58531
C 2.41297 -0.20823 2.95867
N 1.38558 0.12813 2.21350
H -1.96288 2.16419 3.63476
H -4.35927 3.23054 2.37874
H -5.41185 3.32132 0.14303
H -4.35969 2.26369 -1.80471
H -2.20416 1.07220 -1.60776
H 0.17826 1.35193 5.09076
H 3.28614 -0.71187 2.56961


Entry 10:
50
Properties=species:S:1:pos:R:3 method="wB97M-V/def2-TZVPD" gap_ev="5.5 / 5.5" total_charge=+2 energy_ev=-71160.0105
Ru -0.12721 0.11323 0.70194
C -5.01305 1.63380 1.50674
S -4.19909 0.81076 2.89077
C -2.62022 0.45377 2.29539
S -2.12799 0.95073 0.64006
N -1.81619 -0.15048 3.10339
N -0.58890 -0.41597 2.56396
C 0.25572 -1.10690 3.24219
C 1.55220 -1.35891 2.62850
C 2.54940 -2.07352 3.26887
C 3.76410 -2.24996 2.61853
C 3.94044 -1.69941 1.36076
C 2.89621 -0.99006 0.78240
N 1.72961 -0.83162 1.39365
H -6.00938 1.85608 1.88509
H -5.10567 0.97632 0.64639
H -4.51983 2.56712 1.24898
H -0.00584 -1.46739 4.23101
H 2.37693 -2.47873 4.25661
H 4.56090 -2.80618 3.09310
H 4.87142 -1.81151 0.82365
H 2.99810 -0.53731 -0.19569
O 0.29095 0.57598 -1.31455
C 0.06540 -0.18502 -2.27964
C -0.39177 -1.52925 -2.22296
C -0.59729 -2.18199 -3.45440
C -1.00897 -3.48177 -3.46326
C -1.21570 -4.19248 -2.27928
C -1.00322 -3.57743 -1.06733
C -0.60149 -2.23570 -1.01066
O -0.44136 -1.71501 0.19295
N -1.22955 -4.15523 -4.76114
O -1.05121 -3.48922 -5.75672
O -1.57387 -5.31279 -4.72068
H 0.25496 0.22674 -3.27562
H -0.43262 -1.66726 -4.39250
H -1.53418 -5.22453 -2.33748
H -1.15095 -4.10759 -0.13695
S 0.98873 1.96766 1.55366
C 0.97288 3.33744 0.49497
N 1.28132 4.54152 0.94525
C 1.26943 5.55018 -0.12423
C 0.80930 4.72557 -1.34746
N 0.69806 3.36573 -0.79369
H 1.52432 4.73055 1.90378
H 2.26395 5.97043 -0.25819
H 0.57611 6.35135 0.11999
H 1.54028 4.74535 -2.15252
H -0.15234 5.05660 -1.73385
H 0.48718 2.52629 -1.31380